(1)
Computed, not measured: a gas-phase ion, C6H10N3O2 (charge +1) in a non-equilibrium geometry, with ωB97M-V/def2-TZVPD.

Element x y z (Å)
N -1.98 -1.49 -1.10
C -1.00 -0.62 -0.76
N -0.22 0.26 -2.10
O 0.65 1.01 -1.80
O -0.73 0.04 -3.16
C -1.53 0.67 -0.07
C -0.82 1.45 0.76
C 0.60 1.29 1.17
C 1.01 -0.03 0.57
N 2.28 -0.58 1.15
C 0.18 -0.95 0.01
H -2.91 -1.09 -1.19
H -1.64 -2.35 -1.50
H -2.59 0.84 -0.11
H -1.32 2.30 1.17
H 1.13 2.13 0.87
H 0.80 1.23 2.30
H 2.75 0.26 1.41
H 2.64 -1.22 0.43
H 2.20 -1.18 1.99
H 0.50 -1.96 -0.04

Summary:
Max |F| (hartree/bohr): 0.09256
Energy relative to the best compared isomer or geometry (same formula, charge and spin) (kcal/mol): 134.9
Multiplicity: 1
E (eV): -14937.7330
M (g/mol): 156.17
Total charge: +1
HOMO (eV): -12.68

***

(2)
Computed, not measured: 2 unconnected molecules or ions with the total composition C4H7NO in a non-equilibrium geometry, with ωB97M-V/def2-TZVPD.

Element x y z (Å)
C -4.27 0.59 0.19
C -0.17 0.54 -0.19
C -0.41 -0.94 -0.25
C 1.23 0.79 0.38
N -0.94 1.42 -0.64
O -4.29 -0.55 0.20
H 0.43 -1.44 0.01
H -0.73 -1.34 -1.21
H -1.34 -1.04 0.40
H 1.42 1.87 0.61
H 1.90 0.19 -0.12
H 1.30 0.35 1.30
H -1.88 1.26 -0.98

Summary:
Max |F| (hartree/bohr): 0.08969
Energy relative to the best compared isomer or geometry (same formula, charge and spin) (kcal/mol): 49.7
Multiplicity: 1
E (eV): -7797.4896
M (g/mol): 85.11
Total charge: 0
HOMO (eV): -9.21

***

(3)
Computed, not measured: a molecular structure, C28H27AsCl6NNbO3S2 in a non-equilibrium geometry, with ωB97M-V/def2-TZVPD.

Element x y z (Å)
Nb -1.28 -0.45 -0.19
Cl -6.53 -1.22 4.99
C -5.12 -1.50 4.07
C -4.05 -0.57 4.08
Cl -4.02 0.66 5.29
C -3.00 -0.56 3.17
Cl -1.75 0.75 3.08
C -3.04 -1.54 2.22
O -2.16 -1.53 1.17
C -3.80 -2.78 2.41
Cl -3.47 -4.25 1.59
C -4.87 -2.68 3.31
Cl -6.11 -3.87 3.30
C 5.64 2.47 -1.61
C 4.34 1.65 -1.59
C 4.47 0.55 -0.50
C 4.20 0.81 -2.97
C 3.13 2.45 -1.37
C 3.03 3.90 -1.48
C 1.87 4.59 -1.12
C 0.79 3.84 -0.64
S -0.80 4.45 -0.17
C -1.36 2.83 -0.22
N -0.40 1.89 -0.39
C 0.81 2.41 -0.65
C 2.03 1.74 -0.90
C -2.72 2.34 -0.08
C -3.80 3.28 0.05
C -5.09 2.80 -0.06
C -5.35 1.41 -0.10
C -4.25 0.54 -0.20
C -2.93 0.97 -0.15
H 6.54 1.89 -1.83
H 5.80 3.07 -0.67
H 5.58 3.24 -2.39
H 5.48 0.24 -0.48
H 3.82 -0.28 -0.74
H 4.25 0.86 0.57
H 5.17 0.53 -3.42
H 3.78 1.52 -3.74
H 3.62 -0.11 -2.87
H 3.96 4.41 -1.75
H 1.87 5.67 -1.15
H 2.09 0.66 -0.88
H -3.62 4.32 0.22
H -5.92 3.51 0.06
H -6.37 1.11 0.11
H -4.40 -0.52 -0.28
C 0.22 -3.99 1.32
As 1.85 -2.87 1.35
C 2.52 -3.17 3.10
C 2.81 -3.46 -0.21
S 0.82 -0.76 0.90
H -0.31 -3.66 2.19
H 0.57 -5.01 1.48
H -0.38 -3.80 0.41
H 3.65 -3.32 3.21
H 2.02 -4.05 3.49
H 2.17 -2.37 3.76
H 3.69 -2.79 -0.41
H 2.09 -3.36 -1.06
H 3.23 -4.48 -0.05
Cl -2.31 -2.98 -4.29
C -1.66 -1.28 -4.11
C -1.27 -0.94 -2.73
O -1.81 -1.60 -1.72
O -0.62 0.10 -2.41
H -2.48 -0.60 -4.52
H -0.85 -1.09 -4.81

Summary:
Max |F| (hartree/bohr): 0.07114
Energy relative to the best compared isomer or geometry (same formula, charge and spin) (kcal/mol): 32.5
Multiplicity: 1
E (eV): -196286.7794
M (g/mol): 870.21
Total charge: +2
HOMO (spin up / spin down) (eV): -13.23 / -13.23

***

> Which of these has the highest total charge?

C28H27AsCl6NNbO3S2

***

> Among the records above, which one has the lowest total charge?

C4H7NO